Molecular formula: H7O4
Method: DFT, the ωB97M-V functional and the def2-TZVPD basis

Structure (XYZ):
```
11
Properties=species:S:1:pos:R:3:forces:R:3:lowdin_charge:R:1
O 0.934973 0.483951 -0.459918 0.80 0.97 -0.30 -0.347
O -1.543592 -2.143458 0.524563 -0.61 1.04 -0.85 -0.136
O -0.727971 1.873452 -1.684591 -1.15 0.58 4.08 -0.350
O 1.108422 -0.115158 2.027014 -0.78 -1.16 0.45 -0.189
H 1.273544 0.027379 1.027740 -1.03 0.17 0.45 -0.032
H 0.259520 -0.628961 2.145591 1.52 1.08 -0.52 0.012
H -0.343184 1.672607 -2.487847 1.39 -0.87 -2.32 -0.127
H 1.702488 0.962507 -0.866245 -1.16 -0.67 0.54 -0.001
H -0.575983 -1.944215 0.611696 -1.50 0.45 -0.79 0.031
H -2.050390 -1.476969 -0.069562 2.23 -1.39 1.55 0.089
H -0.037827 1.288864 -0.768441 0.29 -0.21 -2.29 0.049
```
Positions in Å, forces in eV/Å.

Computed properties:
Relative energy (zero: lowest compared OMol25 entry of this formula, charge and spin) in kJ/mol: 125.2
Highest occupied orbital energy in eV: -4.4
DFT total energy in a.u.: -305.1627
2S+1: 1
HOMO-LUMO gap in eV: 8.693
Charge: -1